Entry from the OMol25 dataset: a structure of composition C58H59N3SSb4Ti (ωB97M-V with the def2-TZVPD basis set).

Properties
Expectation value of S²   2.01
HOMO level (spin up / spin down)   -11.8 / -12.2 eV
2S+1   3
LUMO (spin up / spin down)   -4.60 / -4.77 eV
Total charge   +2

Positions of all 126 atoms, in Å:
Ti (-0.23313, -0.76077, 0.59818)
C (-3.91794, 0.45796, -1.62811)
Sb (-2.24711, -0.87429, -1.77861)
C (-1.33468, 0.07720, -3.46205)
C (-3.30728, -2.38176, -2.93720)
C (-3.13883, -3.86631, -2.74821)
C (-4.28944, -4.64940, -2.64052)
C (-4.23450, -6.03422, -2.61536)
C (-3.00691, -6.66977, -2.71943)
C (-1.85287, -5.90805, -2.80333)
C (-1.89463, -4.51350, -2.79749)
C (-0.60584, -3.75593, -2.73767)
Sb (-0.03994, -3.47279, -0.64616)
C (-1.55563, -4.64519, 0.30221)
C (1.49635, -4.95816, -0.56174)
H (-4.41575, 0.51894, -2.59626)
H (-3.56935, 1.45384, -1.35563)
H (-4.63510, 0.10952, -0.88494)
H (-2.01127, 0.01213, -4.31372)
H (-0.38269, -0.38776, -3.71359)
H (-1.15402, 1.11862, -3.21559)
H (-3.04093, -2.11702, -3.96523)
H (-4.35976, -2.12324, -2.81678)
H (-5.25574, -4.15814, -2.60738)
H (-5.14647, -6.61167, -2.54265)
H (-2.94660, -7.75052, -2.73519)
H (-0.88921, -6.40335, -2.87512)
H (-0.64497, -2.79116, -3.24370)
H (0.21257, -4.32666, -3.17917)
H (-1.72380, -5.56253, -0.25865)
H (-2.49120, -4.08973, 0.36186)
H (-1.21907, -4.89810, 1.30819)
H (1.14349, -5.85384, -1.07401)
H (1.71349, -5.20709, 0.47675)
H (2.41042, -4.59638, -1.03039)
N (0.34249, -2.34451, 2.74830)
C (-1.07859, -2.40046, 2.83762)
C (-1.72550, -3.24718, 3.72259)
C (-3.10719, -3.27951, 3.71322)
C (-3.79470, -2.45175, 2.83825)
C (-3.07180, -1.63767, 1.99177)
N (-1.73218, -1.62390, 1.97124)
C (0.98434, -1.14677, 3.19183)
C (1.85723, -1.14182, 4.26336)
C (2.43466, 0.06792, 4.61552)
C (2.11565, 1.20984, 3.89861)
C (1.26306, 1.10124, 2.81976)
N (0.71981, -0.07007, 2.45608)
H (0.75549, -3.15087, 3.20053)
H (-1.15614, -3.86429, 4.40656)
H (-3.64222, -3.93584, 4.38760)
H (-4.87527, -2.44174, 2.80674)
H (-3.56119, -0.98175, 1.28363)
H (2.06760, -2.04872, 4.81539)
H (3.12073, 0.11657, 5.45177)
H (2.55096, 2.16746, 4.14645)
H (1.03350, 1.94745, 2.18890)
S (-0.17660, 1.57054, -0.44295)
Sb (-1.36913, 3.41352, 0.27083)
C (-0.00164, 4.89950, 0.86068)
C (0.70746, 5.60365, -0.10851)
C (1.63602, 6.55700, 0.28491)
C (1.85587, 6.79861, 1.63606)
C (1.14795, 6.09011, 2.59936)
C (0.21370, 5.13771, 2.21418)
C (-2.57471, 3.08160, 1.95968)
C (-3.40338, 4.09466, 2.43606)
C (-4.15064, 3.87964, 3.58584)
C (-4.05958, 2.66761, 4.26003)
C (-3.22018, 1.66479, 3.78939)
C (-2.47663, 1.87044, 2.63543)
C (-2.48255, 4.11385, -1.36912)
C (-1.87274, 4.07682, -2.61976)
C (-2.57140, 4.52308, -3.73182)
C (-3.87167, 4.99639, -3.59202)
C (-4.47723, 5.02243, -2.34243)
C (-3.78309, 4.58222, -1.22354)
H (0.53529, 5.42385, -1.16389)
H (2.18142, 7.11753, -0.46359)
H (2.57551, 7.54832, 1.93858)
H (1.31364, 6.28616, 3.65077)
H (-0.34769, 4.59715, 2.96869)
H (-3.46298, 5.05323, 1.93028)
H (-4.79856, 4.66235, 3.95853)
H (-4.64041, 2.50831, 5.15935)
H (-3.14017, 0.72688, 4.32490)
H (-1.81298, 1.09596, 2.26999)
H (-0.86702, 3.68613, -2.73513)
H (-2.10126, 4.49954, -4.70652)
H (-4.41497, 5.34429, -4.46100)
H (-5.49132, 5.38489, -2.23520)
H (-4.26795, 4.59417, -0.25282)
C (5.86317, -3.91271, 0.68642)
C (6.10481, -3.02657, -0.35710)
C (5.16275, -2.05904, -0.68196)
C (3.97070, -1.97556, 0.03402)
C (3.73166, -2.87286, 1.07223)
C (4.67616, -3.83711, 1.40197)
Sb (2.54524, -0.45561, -0.38576)
C (3.59099, 1.17041, 0.51543)
C (4.59827, 0.90473, 1.44238)
C (5.19724, 1.94410, 2.14570)
C (4.79094, 3.25500, 1.93299)
C (3.79144, 3.52846, 1.00650)
C (3.19404, 2.49116, 0.30045)
C (2.92816, -0.15687, -2.44949)
C (3.76002, 0.85510, -2.91873)
C (3.98526, 0.98946, -4.28398)
C (3.38917, 0.11387, -5.18115)
C (2.56109, -0.90111, -4.71694)
C (2.32925, -1.03089, -3.35487)
H (6.60029, -4.66436, 0.93759)
H (7.02873, -3.08854, -0.91744)
H (5.35803, -1.37106, -1.49791)
H (2.79550, -2.82505, 1.61988)
H (4.48675, -4.53318, 2.21018)
H (4.92789, -0.11280, 1.61642)
H (5.98793, 1.72762, 2.85388)
H (5.26235, 4.06475, 2.47641)
H (3.47883, 4.55062, 0.82789)
H (2.41102, 2.71713, -0.41420)
H (4.23879, 1.53648, -2.22485)
H (4.63514, 1.77629, -4.64569)
H (3.57278, 0.21850, -6.24262)
H (2.10085, -1.59005, -5.41439)
H (1.68194, -1.82777, -2.99756)